No. 1
{"formula": "C2H4", "method": "the ωB97M-V functional and the def2-TZVPD basis", "species": ["C", "C", "H", "H", "H", "H"], "xyz": [[-0.663, -0.024, -0.120], [0.611, 0.023, -0.051], [-1.341, 0.857, -0.013], [-1.063, -0.957, 0.217], [1.135, 0.985, 0.096], [1.321, -0.883, -0.129]], "mulliken_charge": [-0.448, -0.384, 0.226, 0.221, 0.196, 0.189], "max_force_ev_per_a": 5.178, "homo_ev": -10.238, "energy_ha": -78.546812, "de_lowest_ev": 0.533, "smiles": "C=C", "orbital_gap_ev": 11.6807}

No. 2
{"formula": "C9H13N2", "method": "the ωB97M-V functional and the def2-TZVPD basis", "species": ["C", "C", "C", "C", "C", "C", "C", "C", "C", "N", "N", "H", "H", "H", "H", "H", "H", "H", "H", "H", "H", "H", "H", "H"], "xyz": [[4.674, 0.646, -0.237], [3.595, 1.493, 0.093], [4.510, -0.743, 0.002], [2.324, 0.954, 0.322], [3.239, -1.286, -0.012], [2.113, -0.449, 0.198], [0.865, -1.179, 0.326], [-0.249, -0.756, -0.243], [-3.056, 0.577, -0.091], [-2.430, -0.724, -0.257], [-4.424, 0.212, 0.285], [5.671, 1.139, -0.441], [3.625, 2.626, 0.111], [5.434, -1.441, -0.063], [1.678, 1.746, 0.559], [2.973, -2.372, -0.015], [0.772, -2.011, 1.006], [-0.193, 0.112, -0.875], [-2.627, -1.148, 0.655], [-3.148, 1.005, -0.993], [-2.641, 1.188, 0.705], [-2.697, -1.356, -0.974], [-5.166, 0.292, -0.366], [-4.638, 0.507, 1.233]], "mulliken_charge": [-0.428, -0.221, -0.486, -0.345, -0.383, 0.520, -0.174, -0.364, -0.516, -0.411, -0.467, 0.326, 0.299, 0.286, 0.392, 0.356, 0.394, 0.389, 0.353, 0.423, 0.369, 0.270, 0.207, 0.212], "max_force_ev_per_a": 5.858, "homo_ev": -12.393, "energy_ha": -459.833521, "de_lowest_ev": 4.913, "orbital_gap_ev": 7.0159, "charge": 1}

No. 3
{"formula": "C6H8N2O2", "method": "the ωB97M-V functional and the def2-TZVPD basis", "species": ["O", "C", "C", "C", "N", "C", "O", "N", "H", "H", "H", "H", "C", "C", "H", "H", "H", "H"], "xyz": [[0.521, -2.124, -0.511], [1.201, -1.153, -0.331], [2.493, -1.357, 0.322], [3.312, -0.287, 0.378], [2.909, 1.129, -0.031], [1.596, 1.250, -0.402], [0.865, 2.307, -0.239], [0.990, 0.081, -0.876], [2.648, -2.384, 0.681], [4.299, -0.207, 0.592], [3.541, 1.840, 0.054], [-0.099, 0.188, -0.865], [-3.529, 0.280, 0.608], [-4.319, -0.055, -0.349], [-3.641, 1.380, 0.916], [-2.980, -0.462, 1.259], [-5.273, 0.616, -0.634], [-4.535, -1.042, -0.573]], "mulliken_charge": [-0.578, 0.467, -0.454, -0.280, -0.066, 0.394, -0.626, -0.181, 0.380, 0.457, 0.164, 0.321, -0.444, -0.486, 0.184, 0.256, 0.188, 0.305], "max_force_ev_per_a": 6.901, "homo_ev": -9.892, "energy_ha": -493.346298, "de_lowest_ev": 2.737, "smiles": "O=c1cc[nH]c(=O)[nH]1.C=C", "orbital_gap_ev": 10.2524}

No. 4
{"formula": "C3H11NO4", "method": "the ωB97M-V functional and the def2-TZVPD basis", "species": ["C", "N", "C", "C", "O", "O", "H", "H", "H", "H", "H", "H", "H", "O", "H", "H", "O", "H", "H"], "xyz": [[1.074, 0.875, 1.352], [1.207, 0.421, -0.056], [0.299, 0.965, -1.065], [-1.196, 0.797, -0.823], [-2.018, 0.976, -1.682], [-1.535, 0.450, 0.436], [0.559, 0.164, 1.987], [0.401, 1.742, 1.429], [2.019, 1.292, 1.698], [0.994, -0.557, 0.086], [0.605, 0.567, -2.021], [0.522, 2.036, -1.041], [-2.460, 0.707, 0.561], [1.790, -1.381, -1.928], [1.405, -1.969, -2.591], [2.229, -2.013, -1.345], [0.005, -2.168, 3.165], [0.293, -1.528, 2.501], [-0.950, -2.034, 3.134]], "mulliken_charge": [-0.680, -0.327, -0.538, 0.638, -0.568, -0.391, 0.036, 0.260, 0.324, 0.308, 0.291, 0.330, 0.327, -0.608, 0.308, 0.291, -0.658, 0.332, 0.323], "max_force_ev_per_a": 2.487, "homo_ev": -9.090, "energy_ha": -476.596525, "de_lowest_ev": 2.208, "smiles": "CNCC(=O)O.O.O", "orbital_gap_ev": 9.4552}

| no. | LUMO (eV) |
| --- | --- |
| 1 | 1.4 |
| 2 | -5.4 |
| 3 | 0.4 |
| 4 | 0.4 |